73
Properties=species:S:1:pos:R:3:forces:R:3:mulliken_charge:R:1 method="wB97M-V/def2-TZVPD" total_energy_ev=-50693.5681 charge=+1 orbital_gap_ha=0.196
N -4.13599 2.70586 3.09918 1.942 -0.526 -1.077 -0.309
C -3.05026 2.48657 2.25621 1.920 -0.684 -0.288 0.171
N -1.73309 1.96713 2.80948 -6.012 -0.794 -0.614 -0.122
C -1.41420 0.56556 2.25670 0.673 -0.905 -1.984 -0.728
C -2.41524 0.14962 0.98975 0.532 0.285 0.227 -0.048
C -1.89983 -1.21233 0.19214 -0.923 -0.690 0.152 -0.532
C -3.05243 -2.40526 0.36895 0.257 0.992 -0.030 -0.714
C -2.81477 -3.69133 -0.62072 0.230 0.742 -0.058 -0.232
S -4.52769 -4.51291 -0.82559 0.140 0.877 0.282 -0.207
C -2.45699 1.49268 0.01422 1.034 -0.050 0.212 0.055
F -1.04786 1.94364 -0.29140 -2.809 -1.376 0.638 -0.293
N -3.10466 2.68872 0.73352 0.657 -1.271 2.555 -0.294
H -4.39801 1.92935 3.76332 0.880 1.608 -0.575 0.295
H -4.73738 3.55850 3.09086 0.489 -1.290 -0.680 0.290
H -1.90170 1.84921 3.83358 0.474 0.503 -0.848 0.358
H -1.52250 -0.23036 3.10803 0.431 1.626 -1.644 0.347
H -0.34012 0.64117 1.79553 -2.002 -0.444 1.200 0.342
H -3.49173 -0.13666 1.41838 2.109 1.104 -0.998 0.330
H -1.83816 -1.01289 -0.96674 0.303 -0.245 2.405 0.267
H -0.91054 -1.64938 0.65650 -1.746 1.231 -1.191 0.275
H -4.09288 -1.90193 0.07314 2.228 -1.159 0.715 0.308
H -3.08055 -2.70053 1.52481 -0.088 0.383 -2.636 0.196
H -2.02883 -4.47869 -0.18775 -2.028 1.683 -0.845 0.343
H -2.43533 -3.39567 -1.71295 -0.812 -0.341 2.567 0.101
H -5.46396 -3.43706 -0.69814 1.698 -1.097 -0.157 0.150
H -2.94289 1.27991 -1.04309 0.916 0.750 2.374 0.326
H -2.64023 3.58302 0.45704 -0.401 -0.929 0.238 0.338
C 1.54952 -2.69953 -2.43061 -0.038 -0.545 0.173 -0.760
O 1.18350 -4.07095 -2.45666 0.157 0.327 -0.205 -0.211
C 0.32307 -4.38724 -3.55023 0.325 -0.381 0.272 -0.286
C 0.51688 -5.84082 -3.98771 0.125 0.201 -0.363 -0.443
O 1.71406 -6.05274 -4.74860 -0.099 0.169 0.540 -0.477
C 2.94502 -5.99574 -4.01374 -0.051 -0.438 -0.153 -0.285
C 3.14373 -7.18506 -3.06801 -0.105 0.607 0.197 -0.586
O 2.37232 -7.01379 -1.88099 -0.246 -0.228 -0.141 -0.227
C 2.04150 -8.24815 -1.26574 0.070 0.358 -0.027 -0.805
H 0.66927 -2.07731 -2.24739 -0.034 0.223 -0.079 0.216
H 2.26578 -2.55274 -1.61782 -0.140 -0.108 -0.061 0.235
H 2.03084 -2.41169 -3.36858 -0.065 0.129 -0.069 0.384
H 0.51884 -3.72407 -4.40364 0.012 -0.088 0.059 0.383
H -0.70755 -4.23710 -3.21286 -0.214 -0.026 -0.180 0.127
H -0.30549 -6.10024 -4.66350 0.145 0.117 -0.034 0.415
H 0.45735 -6.53306 -3.14718 0.106 0.202 0.167 0.159
H 3.05022 -5.04024 -3.49858 -0.079 -0.138 0.226 0.094
H 3.73558 -6.03079 -4.77165 -0.179 -0.117 0.024 0.402
H 4.19782 -7.24620 -2.77255 0.090 -0.076 -0.200 0.418
H 2.86170 -8.10927 -3.58528 -0.012 0.040 -0.019 0.357
H 1.48930 -8.88851 -1.96088 0.072 -0.115 -0.001 0.352
H 1.39850 -8.04128 -0.40641 0.143 0.074 -0.106 0.226
H 2.94550 -8.75642 -0.91964 -0.027 -0.170 0.000 0.321
C 1.74703 8.84440 2.49683 0.245 -0.237 -0.236 -0.787
O 2.10612 7.48884 2.27562 -0.417 -0.030 0.211 -0.270
C 2.21738 6.74689 3.48947 0.035 -0.144 -0.564 -0.575
C 1.88739 5.27136 3.25333 0.012 0.256 0.319 -0.342
O 0.48264 5.01559 3.11786 -0.057 0.123 -0.443 -0.470
C -0.12258 5.45900 1.89491 0.305 -0.406 0.088 -0.423
C 0.30772 4.64105 0.67253 0.514 0.672 0.147 -0.309
O 1.60303 5.04374 0.23272 -0.204 -0.342 0.272 -0.307
C 2.28668 4.01143 -0.45907 -0.024 0.319 0.024 -0.742
H 2.54384 9.36262 3.03730 -0.098 0.134 0.080 0.332
H 1.60562 9.32318 1.52422 0.111 -0.151 0.111 0.233
H 0.80717 8.90817 3.05081 -0.021 0.075 0.143 0.342
H 1.54105 7.15017 4.25523 0.030 -0.060 -0.064 0.347
H 3.24968 6.84306 3.84112 0.007 -0.121 0.231 0.426
H 2.19931 4.71150 4.14189 -0.162 0.118 -0.023 0.405
H 2.44559 4.85600 2.41361 -0.038 0.248 -0.113 0.131
H 0.03045 6.52865 1.74702 0.184 -0.071 -0.165 0.168
H -1.19941 5.31406 2.03658 -0.009 -0.104 0.076 0.352
H -0.39258 4.81857 -0.15221 -0.234 -0.103 -0.033 0.486
H 0.29776 3.57548 0.92889 0.015 0.030 0.024 0.104
H 2.38473 3.12380 0.17394 -0.050 -0.108 -0.049 0.303
H 3.28983 4.36940 -0.70452 -0.216 0.060 0.048 0.261
H 1.76210 3.76006 -1.38480 0.025 -0.157 -0.042 0.310

70
Properties=species:S:1:pos:R:3:forces:R:3:mulliken_charge:R:1 method="wB97M-V/def2-TZVPD" total_energy_ev=-56607.3140 charge=+4 orbital_gap_ha="0.139 / 0.144" relative_energy_kj_mol=201.27
Hf -0.34209 0.05994 0.43737 0.993 0.241 2.206 1.885
P -1.92977 -2.08367 0.86453 -0.646 -1.704 0.506 1.009
P 1.38150 -0.81475 2.46888 1.133 -0.353 1.731 0.869
P 1.34082 -1.70724 -0.93576 1.212 -0.399 -0.935 0.830
H -1.03574 4.69440 -2.78423 -0.290 -0.147 -0.204 0.331
C -1.32202 3.91297 -3.49357 1.700 1.485 0.122 -0.445
C -2.39699 3.15207 -3.35812 -1.957 -1.244 -0.890 -0.404
H -3.24495 3.35369 -2.70606 0.544 -0.243 0.577 0.354
C -3.53697 -1.51630 1.51311 0.025 0.568 0.060 -1.254
C -1.45796 -3.44638 2.00133 0.195 0.184 -0.026 -1.304
C -2.46518 -2.94993 -0.65530 0.359 0.232 -0.210 -1.380
C 3.01307 0.06439 2.56486 -0.351 0.376 -0.765 -1.409
C 0.77212 -0.47717 4.18557 -0.425 0.268 -0.218 -1.283
C 1.94015 -2.55980 2.72350 -0.262 -0.288 -0.576 -0.919
C 0.95443 -1.77838 -2.73888 -0.496 0.377 -0.272 -1.445
C 1.44951 -3.53415 -0.73219 -0.267 -0.219 0.145 -1.432
C 3.08489 -1.03218 -0.97658 -0.432 -0.145 0.153 -1.311
H -0.80023 3.93606 -4.44813 0.280 -0.330 0.264 0.342
H -2.61420 2.42613 -4.14787 -0.083 0.236 0.182 0.280
H -3.66372 -0.44997 1.29725 -0.242 -0.111 0.022 0.337
H -3.57356 -1.64668 2.59692 -0.064 -0.054 -0.069 0.382
H -4.35335 -2.07371 1.03886 0.167 0.112 0.227 0.480
H -1.25387 -3.06387 3.00676 -0.116 0.012 -0.141 0.347
H -0.55527 -3.95934 1.65740 -0.166 0.053 -0.017 0.322
H -2.27839 -4.16845 2.06044 0.058 0.099 -0.044 0.534
H -2.62152 -2.20178 -1.43792 -0.150 -0.184 -0.077 0.384
H -3.40804 -3.47794 -0.47145 0.244 0.062 -0.007 0.528
H -1.70540 -3.66014 -0.99286 -0.124 0.060 0.004 0.361
H 3.34746 0.19917 3.60522 -0.176 -0.280 -0.413 0.492
H 2.85950 1.04669 2.10639 0.287 -0.043 0.178 0.305
H 3.77653 -0.47083 1.98090 -0.235 0.170 0.247 0.359
H 1.64017 -0.34121 4.84684 -0.329 -0.117 -0.206 0.488
H 0.18376 -1.32897 4.54264 0.045 0.169 -0.032 0.358
H 0.14740 0.42452 4.22756 0.258 -0.178 0.094 0.273
H 2.97993 -2.58794 3.09236 -0.520 0.114 -0.026 0.431
H 1.90907 -3.08142 1.75664 0.106 -0.022 0.445 -0.033
H 1.27288 -3.09094 3.42357 0.348 0.235 -0.301 0.455
H 1.42051 -2.65445 -3.21670 -0.083 0.419 0.180 0.608
H 1.29246 -0.88124 -3.28211 0.102 -0.317 0.266 0.301
H -0.13544 -1.85293 -2.86752 0.271 -0.235 -0.073 0.290
H 1.56249 -3.99235 -1.72476 0.099 0.146 0.397 0.506
H 0.50744 -3.91150 -0.31762 0.292 -0.018 0.036 0.262
H 2.28576 -3.85788 -0.10907 -0.138 0.106 -0.020 0.531
H 3.47852 -1.12438 -1.99477 0.025 -0.154 0.241 0.473
H 3.74896 -1.55946 -0.27557 -0.251 0.137 -0.245 0.419
H 3.05067 0.02836 -0.70337 0.075 -0.210 0.008 0.333
C 0.13688 1.35353 -2.39552 -2.228 -0.562 4.203 1.088
C 1.18508 2.28625 -2.35286 1.849 1.627 -0.470 -0.075
C 1.88346 2.53810 -3.54135 0.504 0.472 2.371 -0.547
C 1.56473 1.87176 -4.72571 -0.679 0.233 -0.930 -0.614
C 0.32593 1.20068 -4.83840 -0.723 -0.510 0.111 -0.467
C -0.23017 0.76101 -3.63425 -1.351 -0.191 -2.228 -0.796
O -0.51127 1.05230 -1.25591 1.127 1.029 -5.298 -0.905
H 1.16175 1.09759 0.52411 0.533 -0.312 -0.050 -0.411
H 1.43395 2.74107 -1.38133 -0.064 -0.106 -0.657 0.461
H 2.70900 3.26415 -3.51508 -0.286 -0.424 -0.131 0.575
H 2.24683 1.97828 -5.56336 -0.148 -0.076 -0.223 0.583
H -0.21981 1.01084 -5.79861 1.067 -0.246 0.791 0.505
H -1.00290 -0.00338 -3.61837 -0.096 0.339 -0.138 0.598
C -0.74351 4.25163 1.66797 -0.306 0.327 0.182 -0.603
N -1.45309 3.47135 2.68789 0.444 -0.328 -0.280 -0.221
C -1.56974 2.15920 2.66396 -0.895 0.218 1.741 0.783
N -2.23377 1.59401 3.69831 0.783 -0.189 -1.181 -0.324
O -1.09289 1.41299 1.72302 -0.548 -0.204 -0.295 -0.796
H -0.12601 3.56969 1.08931 0.108 0.097 0.039 0.009
H -0.12932 4.99847 2.17392 0.020 -0.129 -0.170 0.364
H -1.45750 4.76670 1.01106 0.160 -0.161 0.230 0.319
H -1.76883 3.90928 3.55401 0.075 0.243 -0.596 0.253
H -2.34683 0.58770 3.70077 -0.086 0.389 0.365 0.163
H -2.46729 2.16572 4.49795 -0.273 -0.400 0.092 0.217

70
Properties=species:S:1:pos:R:3:forces:R:3:mulliken_charge:R:1 method="wB97M-V/def2-TZVPD" total_energy_ev=-69277.1860 charge=+3 orbital_gap_ha="0.151 / 0.116"
In 0.35860 -0.65309 0.52866 -0.037 -0.731 1.037 1.095
P 2.33981 -2.40425 0.74418 0.224 -0.206 -0.044 0.805
P 1.94312 1.30578 1.01051 0.435 1.122 -0.613 1.075
P -1.15836 -2.39197 -0.64616 -0.281 -0.512 -0.895 0.637
H -2.69312 6.61709 -5.06867 -0.397 -0.223 0.091 0.283
C -3.61245 6.04171 -4.89861 -0.032 0.016 0.058 -0.581
C -4.44270 6.33173 -3.89491 0.014 0.016 -0.059 -0.506
H -4.23836 7.15577 -3.19808 -0.072 -0.376 -0.330 0.293
C 3.25893 -2.42157 -0.83626 0.013 -0.103 0.070 -1.051
C 3.60389 -2.08945 2.00698 0.305 -0.155 0.363 -1.163
C 1.83507 -4.12030 1.06313 0.149 -0.422 0.182 -1.284
C 0.97898 2.83872 1.06506 -0.275 0.175 0.030 -1.436
C 2.94032 1.32799 2.51908 0.050 -0.341 0.566 -1.190
C 3.07873 1.48495 -0.40715 0.016 -0.053 -0.063 -1.348
C -2.69734 -1.63947 -1.25858 -0.132 0.219 -0.044 -1.241
C -1.70353 -3.88856 0.21621 -0.022 -0.254 0.353 -1.124
C -0.24656 -2.96584 -2.12065 -0.061 -0.004 -0.204 -1.176
H -3.84551 5.25820 -5.63098 0.068 0.331 0.321 0.266
H -5.39393 5.79983 -3.76020 0.459 0.218 -0.071 0.267
H 4.06506 -3.17328 -0.77611 -0.270 0.334 -0.171 0.494
H 3.68861 -1.42644 -1.03142 -0.058 -0.389 0.080 0.199
H 2.58051 -2.66286 -1.66762 0.300 -0.009 0.233 0.232
H 4.26589 -2.97275 2.08366 -0.207 0.466 -0.008 0.519
H 3.12296 -1.92461 2.98425 0.180 -0.154 -0.302 0.248
H 4.21366 -1.20431 1.76740 -0.192 -0.359 -0.008 0.323
H 2.74479 -4.72937 1.22631 -0.494 0.151 -0.105 0.546
H 1.25329 -4.55926 0.23638 0.328 0.214 0.254 0.307
H 1.21904 -4.15377 1.97712 0.273 -0.008 -0.273 0.348
H 1.62610 3.63337 1.47192 -0.243 -0.199 -0.201 0.532
H 0.10214 2.70174 1.71390 0.341 0.141 -0.019 0.420
H 0.60099 3.11832 0.07168 0.280 -0.066 0.243 0.304
H 3.95851 1.68639 2.28320 -0.441 -0.097 0.076 0.442
H 3.00495 0.32448 2.96406 0.061 0.433 -0.110 0.152
H 2.46474 2.00081 3.25276 0.213 -0.257 -0.304 0.480
H 3.44351 2.52572 -0.40913 0.071 -0.419 0.004 0.532
H 2.54319 1.29284 -1.34883 0.151 0.140 0.315 0.303
H 3.92034 0.77508 -0.33340 -0.277 0.400 0.025 0.344
H -3.28168 -2.42084 -1.77348 0.169 0.287 0.160 0.534
H -2.49251 -0.80322 -1.94198 -0.008 -0.400 0.059 0.295
H -3.29178 -1.21276 -0.43363 0.144 -0.359 -0.260 0.315
H -2.03780 -4.60342 -0.55883 0.102 0.237 0.362 0.500
H -2.54002 -3.66491 0.89921 0.326 -0.092 -0.338 0.396
H -0.88823 -4.33443 0.80536 -0.343 0.106 -0.277 0.286
H -0.98516 -3.40850 -2.81018 0.388 -0.006 0.189 0.580
H 0.53299 -3.70628 -1.86736 -0.487 0.252 -0.062 0.308
H 0.24136 -2.11673 -2.62304 -0.237 -0.271 0.128 0.248
C -1.42526 1.75038 -1.22982 -0.246 -0.071 0.682 0.938
C -0.70688 1.32639 -2.37411 0.454 0.066 -0.743 0.098
C -0.65097 2.14518 -3.50305 0.273 -0.822 0.454 -0.892
C -1.31431 3.38047 -3.50649 -0.296 0.434 0.073 -0.340
C -2.02792 3.81077 -2.37827 -0.114 0.024 0.467 -0.608
C -2.07437 3.00435 -1.25517 -0.455 0.735 -0.519 -0.819
S -1.68006 0.97477 0.28928 0.282 0.239 -0.393 -0.117
H 1.04024 -0.50959 -1.10024 0.122 0.250 -0.663 -0.432
H -0.17889 0.37029 -2.38717 -0.293 0.274 -0.031 0.297
H -0.09272 1.82290 -4.39353 -0.319 0.133 0.497 0.462
H -1.29095 4.01686 -4.39201 0.002 -0.189 0.199 0.478
H -2.56118 4.76358 -2.36493 0.220 -0.265 -0.240 0.388
H -2.62723 3.28833 -0.36115 0.050 0.157 -0.300 0.496
C 0.40961 -1.52281 5.28007 0.206 -0.069 0.448 -0.620
N -0.89640 -1.64633 4.64428 -0.057 0.094 -0.444 -0.260
C -1.03365 -1.43272 3.34427 -0.411 0.172 -0.873 0.936
N -2.26568 -1.56502 2.77305 0.511 -0.374 1.647 -0.264
O -0.01886 -1.12207 2.61968 -0.560 -0.020 0.219 -0.648
H 1.14538 -1.26795 4.51711 -0.178 -0.056 0.181 0.067
H 0.68787 -2.47299 5.74271 -0.035 0.188 0.019 0.323
H 0.38684 -0.73018 6.03215 0.012 -0.182 -0.053 0.335
H -1.71855 -1.86601 5.20378 0.409 0.075 -0.156 0.221
H -2.43153 -1.31628 1.83005 -0.087 0.308 -0.544 -0.059
H -3.05556 -1.77057 3.37376 0.021 0.106 -0.364 0.209